# 1
117
Properties=species:S:1:pos:R:3:forces:R:3 method="wB97M-V/def2-TZVPD" energy_ev=-80384.5030 homo_energy_ev=-6.0 lumo_energy_ev=-1.15
O 5.773777 -22.580709 12.218820 -0.3 -0.1 0.2
O -1.366814 -28.824288 12.617603 0.2 -0.3 0.5
O 1.921585 -31.488536 14.015427 -0.2 -0.5 0.2
O 5.300384 -25.761015 15.350916 -0.7 0.4 0.4
O 1.765917 -27.824122 15.533977 -2.5 -0.8 1.2
O -0.955494 -23.533824 10.426250 0.5 1.3 -0.7
O 5.688361 -22.253262 10.101484 -0.3 0.0 -0.5
O 1.085734 -27.671970 10.752191 1.0 -3.3 -1.0
O -2.429142 -26.088814 14.504230 -1.9 0.7 -0.3
O 2.723835 -26.859122 13.158795 5.1 -3.2 11.7
O -2.574315 -27.846286 11.153297 0.0 0.0 -0.2
O 3.351094 -26.488960 11.954323 4.0 4.7 -6.8
O -3.961313 -24.117032 12.397359 -0.9 0.3 -0.2
O 1.410395 -22.356467 11.281722 0.2 2.1 0.2
O -1.433185 -25.255940 11.882759 -3.9 -0.7 3.5
O -0.596922 -21.500561 5.379066 0.3 0.5 0.3
O 0.398485 -23.510441 14.976016 -0.7 0.4 -0.9
O 1.362756 -23.664525 16.855970 0.2 0.6 2.3
N -3.347784 -25.155302 9.956019 0.0 -0.1 -0.8
N 2.623614 -28.964334 13.079958 0.6 -2.9 -1.0
N 5.823773 -22.959638 11.064306 0.9 0.2 0.2
N 0.278351 -23.539381 7.048858 -1.5 0.6 -0.2
N 4.450071 -29.334488 15.577742 0.6 0.8 0.6
N -1.676281 -28.606437 11.479887 -0.4 -0.1 -0.5
N 1.278010 -23.900614 15.696290 0.1 -1.3 -1.3
C -0.963977 -29.331305 10.397180 0.9 -0.7 0.5
C -0.523793 -21.166811 6.763605 -0.1 -0.8 -0.2
C 4.124374 -27.477098 17.210101 -0.6 0.2 -0.3
C 1.159382 -26.475377 10.926375 3.5 -7.3 -7.9
C -5.759237 -25.402845 9.326223 -0.5 -0.4 -0.2
C 2.865224 -30.113804 12.216371 1.3 -1.1 0.6
C 6.348394 -24.944377 14.906515 0.3 0.0 -0.1
C 2.925414 -31.414475 13.034625 -0.1 0.0 0.0
C 1.550878 -26.721144 13.402266 -11.5 1.8 2.1
C 4.299288 -27.863989 15.734394 1.7 -0.2 1.2
C -4.962391 -24.796104 11.652125 0.4 -0.6 0.3
C 4.206604 -29.927094 11.511191 -0.2 0.4 -0.4
C -0.300440 -26.924873 15.018528 -2.4 0.3 -0.2
C 6.183436 -24.397950 10.868977 -0.4 0.2 0.6
C 0.604128 -31.671865 13.554408 -0.5 0.2 -0.1
C 0.608929 -26.098902 12.492379 -1.4 -4.3 8.6
C 0.479682 -22.107359 7.416950 1.4 -0.7 -0.1
C -4.174110 -22.722436 12.493837 1.0 0.9 1.0
C -1.288404 -26.245015 14.168648 3.6 -1.1 -0.5
C 5.479461 -27.120565 15.144980 0.9 -0.7 -0.8
C 1.929567 -21.791937 7.012394 0.2 0.7 0.1
C 2.362347 -25.755904 11.472294 3.5 2.8 -6.2
C 1.358470 -23.538082 11.158507 -0.9 -2.0 -0.8
C 0.072714 -25.584256 10.530057 0.2 2.1 -6.7
C 2.456373 -24.432735 11.537110 0.8 1.2 -0.7
C 0.147114 -24.245491 10.644902 0.0 0.6 -1.4
C -1.251845 -20.526738 4.591186 -0.7 -0.7 -0.1
C -0.687756 -25.892410 12.804262 -2.1 0.6 1.6
C 0.973106 -27.146917 14.702990 1.3 0.9 -2.7
C 2.310047 -24.794047 15.112977 1.4 1.3 0.7
C -4.722024 -24.670561 10.164646 0.1 0.5 -0.1
H 2.156748 -30.234768 11.395905 -0.6 0.5 0.4
H -0.087776 -29.760633 10.884598 -0.2 0.1 -0.2
H 2.245229 -22.311356 6.107207 -0.3 0.3 -0.2
H -6.795589 -25.314387 9.675122 0.2 0.1 0.3
H -3.786785 -22.122472 11.660744 -0.2 -0.4 -0.3
H 3.993506 -26.403511 17.342681 0.1 0.0 -0.1
H 3.386365 -23.940807 11.787545 0.0 -0.1 0.6
H -1.725794 -24.137167 10.315657 -0.1 0.3 -0.1
H -5.807196 -25.050894 8.292251 0.4 0.0 0.0
H -1.524686 -21.350203 7.178225 0.1 0.3 0.3
H 2.686126 -22.067263 7.751718 -0.4 -0.2 0.3
H 0.125714 -30.693128 13.432755 -0.2 -0.2 -0.2
H 3.832250 -31.461804 13.633776 0.3 0.2 -0.2
H 0.514449 -32.245676 12.620978 0.4 0.2 -0.1
H -3.256570 -26.077901 10.384818 -0.1 0.1 -0.1
H 2.035403 -20.704901 6.912976 0.1 -0.2 -0.3
H 5.231394 -24.917360 10.767820 0.2 -0.1 -0.3
H 0.455689 -21.987864 8.504487 -0.5 -0.1 -0.1
H 2.688789 -27.755836 15.243299 -5.2 -1.7 0.8
H 3.087706 -27.465954 12.124975 -0.1 -4.0 -1.9
H -0.215876 -20.127906 6.908539 -0.1 0.1 0.0
H 5.048768 -29.783695 12.190446 -0.1 -0.2 0.2
H 0.947911 -25.774264 11.518194 -4.1 9.4 8.9
H -0.718734 -23.733170 7.234627 0.5 -0.2 0.4
H 3.758245 -29.762072 16.194688 -0.2 -0.1 -0.3
H 6.850566 -24.522258 10.028927 -0.1 0.1 -0.2
H 3.208005 -27.933535 17.593470 0.2 -0.2 0.1
H -1.811018 -19.777470 5.158785 0.4 0.1 0.3
H 2.645848 -24.308674 14.201222 0.0 -0.1 -0.1
H -2.041339 -21.054372 4.043320 0.3 0.1 -0.4
H -5.528421 -26.472412 9.303106 0.0 0.0 0.0
H 2.905104 -32.289573 12.372428 -0.1 0.0 0.0
H 3.115201 -24.838584 15.833474 0.1 0.2 0.0
H 5.596212 -27.356388 14.069643 -0.3 0.1 0.0
H -4.748127 -23.603585 9.907958 0.1 -0.1 0.0
H 6.446414 -27.475514 15.553659 -0.3 0.1 0.4
H -5.974798 -24.501856 11.936776 0.0 0.2 0.0
H 1.827313 -29.125130 13.694332 -0.2 -0.1 -0.6
H 6.056834 -23.897396 14.955929 -0.3 -0.1 -0.2
H -2.403610 -25.160469 12.108855 1.0 0.1 0.8
H -0.840294 -26.112041 10.280212 0.7 -0.1 -0.5
H 6.572703 -25.230181 13.874035 0.4 0.3 0.0
H 0.233125 -23.526469 6.023059 0.5 -0.1 0.2
H -5.198129 -22.417903 12.734601 -0.2 -0.5 -0.3
H -1.579838 -30.144744 10.032789 -0.4 0.2 -0.1
H 4.410822 -30.755939 10.831159 0.1 -0.1 0.1
H -0.530903 -20.075372 3.915979 -0.1 0.3 -0.1
H 5.324810 -29.529081 16.082311 -0.2 -0.2 -0.5
H 5.001465 -27.788189 17.781899 -0.1 -0.1 0.0
H 3.381297 -28.909308 13.772386 0.1 -0.6 -0.7
H -0.599945 -28.634442 9.653444 -0.4 0.0 -0.1
H 7.228880 -25.028819 15.554663 0.1 -0.3 -0.2
H -0.662466 -27.388484 15.934068 -0.1 0.2 -0.1
H 4.141918 -29.034725 10.881540 0.1 0.0 -0.1
H -3.184250 -25.317752 8.963045 -0.1 0.1 0.1
H 1.936608 -25.791100 14.906623 0.0 1.8 0.6
H 0.033582 -32.250103 14.284696 0.2 0.2 0.2
H 3.426205 -27.533055 15.159727 7.6 2.0 -0.7
H 6.642785 -24.663033 11.811594 0.1 -0.3 -0.1
H -4.827100 -25.848302 11.934604 -0.2 0.0 0.0
H -3.581380 -22.379312 13.353844 -0.1 -0.2 -0.2

---

# 2
108
Properties=species:S:1:pos:R:3:forces:R:3 method="wB97M-V/def2-TZVPD" energy_ev=-75093.3938 total_charge=-1 homo_energy_ev=-5.0 lumo_energy_ev=2.42
P 1.327224 1.281496 -2.287984 0.3 0.2 0.3
Al -0.053237 0.723071 -0.445774 -0.3 -0.6 0.9
O -0.179150 -1.114811 -0.467471 -1.0 1.6 0.3
O -5.382323 3.932748 0.933939 -0.2 0.1 0.1
O 1.426824 -6.145771 5.339884 0.1 0.1 0.1
O -8.131343 4.634188 2.080794 0.0 -0.4 -0.3
O 2.528685 -4.117020 7.345757 -0.4 -0.4 0.2
O 7.079530 -3.082903 -6.238015 0.3 -0.2 0.4
O 5.433919 -0.656175 -5.708742 -0.3 -0.2 0.3
O 5.847453 -2.711659 -3.482880 0.0 -0.1 -0.2
O 2.251956 -3.349624 4.484283 0.0 -0.5 -0.3
O 0.612800 0.589345 -3.666246 1.3 0.0 0.5
O -6.158495 6.797422 1.594444 0.5 -0.1 0.0
O 2.810493 0.429441 -2.062423 -1.8 -0.3 -0.8
N 1.632857 2.833255 -2.405229 0.8 -1.2 -0.2
C -1.887323 3.021482 -1.329441 -1.8 -0.4 -0.1
C -5.789945 3.933807 2.295955 0.2 0.0 0.2
C -5.962075 4.893302 0.058835 -0.1 -0.1 -0.2
C 2.984064 -5.451787 7.188528 -0.1 0.2 -0.3
C -5.195449 7.413790 2.427138 -0.3 0.1 0.0
C 0.988859 -3.938137 4.212842 0.0 0.1 0.3
C -1.556702 2.752359 -5.262540 -1.2 -0.7 1.7
C -1.826889 1.714248 -0.425194 -0.4 0.5 0.3
C 6.602230 -1.531596 -3.739777 0.2 0.1 0.0
C 0.965438 1.351406 1.227852 0.0 -0.1 0.2
C -5.653551 6.360926 0.339688 -0.2 -0.1 0.0
C -3.625085 1.383578 -4.571854 2.6 1.8 0.3
C -1.279072 3.162245 -3.857876 -2.6 -1.9 -1.7
C 8.469242 -3.326754 -6.153693 -0.2 0.2 -0.3
C -1.330677 -1.607929 0.218825 1.0 -1.9 -0.1
C 5.292638 -3.412892 -4.588974 -0.2 0.1 0.0
C -7.258944 3.629841 2.580045 0.2 0.2 -0.1
C 1.658328 -3.915537 8.443231 0.2 0.2 -0.2
C 4.061954 -0.396365 -5.950898 0.2 0.0 -0.2
C 3.159376 -3.389181 3.397763 0.0 0.3 0.2
C -0.940185 -1.974779 1.721758 -1.3 0.3 -0.4
C -2.184789 2.640548 -2.827080 0.7 0.4 -1.3
C -2.687479 1.871769 -5.621812 0.4 0.8 2.2
C -9.190756 4.148439 1.278220 0.1 0.3 0.2
C 6.274501 -4.044736 -5.572148 -0.2 0.3 -0.1
C 1.481697 1.712527 2.277762 0.7 0.2 0.1
C 2.771563 -5.980604 5.771982 0.2 0.0 -0.2
C -3.334633 1.785748 -3.190335 0.8 0.4 -1.4
C 0.598933 -4.988709 5.248164 -0.2 0.1 0.1
C 5.861491 -0.363619 -4.385302 0.0 -0.2 -0.1
C -1.589153 -0.941074 2.751620 0.8 -0.3 -0.3
H 8.983816 -2.363736 -6.170065 0.0 0.0 -0.1
H 0.928511 -0.328548 -3.766588 -0.4 0.4 0.1
H -0.848480 3.119371 -6.047320 -0.9 -0.5 0.7
H -7.401968 3.591827 3.665315 0.2 -0.2 0.1
H 3.334599 -5.399120 5.041015 0.0 0.2 0.2
H 4.171618 -3.452338 3.803758 0.0 0.1 0.0
H -5.471984 4.855580 2.784674 -0.3 0.1 0.0
H 3.709979 -1.113672 -6.695041 0.0 0.0 -0.1
H 3.209689 -6.983643 5.738425 -0.1 0.0 0.1
H 2.998973 -4.258509 2.753123 -0.1 0.0 0.0
H 6.546275 0.488789 -4.449859 0.1 0.0 0.3
H -0.766805 -0.537116 3.400664 -1.0 -0.3 -0.3
H 2.498006 -6.129323 7.901563 -0.1 0.1 0.0
H 0.462453 -4.543643 6.234074 0.2 0.2 0.0
H -6.144518 6.967203 -0.430595 0.1 -0.1 -0.2
H -1.357563 -3.011771 1.923057 0.6 1.1 -0.1
H -9.426226 4.912806 0.535655 0.0 0.0 0.1
H 0.965077 -3.115657 8.178294 0.1 0.0 0.0
H 6.885996 -4.789048 -5.049405 0.1 0.1 0.0
H 4.712650 -4.231235 -4.149895 0.1 0.0 0.1
H 2.096296 2.077753 3.125092 -1.0 -0.5 -1.1
H 5.019759 -0.073578 -3.744920 0.0 0.0 -0.1
H 7.513614 -1.777880 -4.286944 -0.1 0.1 -0.2
H -8.921506 3.232291 0.744686 0.0 0.0 0.1
H -2.801186 3.606769 -0.981465 1.0 -0.5 -0.4
H -4.573838 6.527906 0.259997 0.0 0.0 0.1
H -1.593521 -2.598446 -0.281837 0.1 1.1 0.4
H -2.725418 1.077878 -0.690527 1.0 0.6 0.2
H 3.073141 -2.470366 2.811581 0.0 -0.1 -0.2
H -0.406745 3.830246 -3.669807 -0.9 -0.9 0.2
H 2.515687 -0.504121 -1.973252 0.6 0.6 0.2
H -4.491884 0.726826 -4.848436 1.0 0.8 0.5
H 2.234144 -3.606108 9.321314 -0.1 -0.1 0.1
H -7.035264 4.722707 -0.031708 -0.1 0.2 0.2
H -10.076307 3.974931 1.898091 -0.1 -0.1 -0.1
H -4.015303 1.439073 -2.369850 0.8 0.4 -0.9
H 4.058684 -5.451173 7.401306 0.1 -0.3 -0.1
H 2.661749 2.903182 -2.317198 -0.6 0.4 -0.2
H -5.205177 8.495892 2.264696 0.2 0.0 0.1
H -2.015803 2.047273 0.646987 0.3 -0.4 -1.1
H -2.247903 -0.962113 0.131373 0.9 -0.3 0.3
H 3.943634 0.614385 -6.351458 -0.2 0.0 0.1
H 0.955986 -4.381983 3.211943 0.1 0.0 0.0
H -2.047538 -0.056627 2.213835 0.5 -1.0 0.6
H -5.203086 3.141713 2.771668 -0.1 -0.1 -0.1
H 3.451852 -0.516518 -5.051410 0.0 0.1 0.0
H -5.467201 7.213144 3.465729 0.0 0.1 0.0
H -4.188366 7.021384 2.259900 0.0 0.0 0.0
H 6.942383 -1.188345 -2.757822 -0.2 0.0 0.0
H -5.552331 4.665705 -0.930476 0.2 0.0 0.1
H -1.017068 3.719296 -1.205220 -0.6 -0.9 -0.4
H 0.180458 -2.026297 1.776058 -1.1 0.2 0.0
H 8.746219 -3.841858 -5.229133 0.0 0.0 0.0
H 5.697078 -4.567246 -6.344064 -0.1 -0.1 0.2
H -7.506644 2.642787 2.171058 0.0 0.1 -0.1
H 1.069905 -4.808004 8.676297 0.1 0.0 0.0
H 4.561257 -2.789163 -5.103220 0.2 0.1 -0.2
H 0.248115 -3.131257 4.245288 -0.2 -0.2 -0.1
H -0.389763 -5.362973 4.964159 0.1 -0.1 -0.1
H -2.370849 -1.484998 3.343988 0.7 0.8 -0.3
H 8.794571 -3.913228 -7.018590 0.2 -0.1 0.1
H -2.826739 1.597604 -6.696183 0.1 0.2 1.1

---

Calculated orbital gap, 4.89; 7.44 eV (same order as the records).